A.
Here is C5H8S in the gas phase from the OMol25 dataset. Energies are from the ωB97M-V functional and the def2-TZVPD basis.

Computed properties:
SMILES string   CC(=S)C1CC1
Gap between HOMO and LUMO   8.63 eV
Molecular weight   100.19 g mol⁻¹

Cartesian coordinates (Å):
C 0.859 0.241 1.830
C 0.187 0.866 0.692
C 0.328 -0.030 -0.595
C -0.652 -1.140 -0.763
C -0.703 0.126 -1.687
H 1.789 -0.247 1.445
H 1.154 0.907 2.679
H 0.168 -0.396 2.339
H 1.426 -0.169 -0.995
H -1.521 -1.029 -0.046
H -0.361 -1.959 -1.383
H -1.553 0.703 -1.597
H -0.298 0.068 -2.702
S -0.825 2.061 0.784

B.
Here is a molecular structure, C5H8S from the OMol25 dataset. Energies are from the ωB97M-V functional and the def2-TZVPD basis.

Computed properties:
Gap between HOMO and LUMO   8.22 eV
Molecular weight   100.19 g mol⁻¹

Cartesian coordinates (Å):
C 0.941 1.196 1.275
C 0.642 0.691 -0.161
C -0.201 -0.232 -0.469
C -1.044 -1.013 0.481
C -0.305 -0.496 -1.851
H 0.656 2.164 1.280
H 1.967 1.146 1.513
H 0.430 0.519 1.986
H 1.288 1.022 -0.883
H -2.187 -0.369 0.850
H -0.221 -1.204 1.539
H -1.204 -2.059 -0.479
H 0.568 -0.044 -2.305
S -1.328 -1.319 -2.775

Ranking the structures above by energy, A is first and the second is 0.0903 hartree behind.